The following is a DFT calculation (wB97M-V/def2-TZVPD) of C25H46MnN6O2SSi as an isolated structure.

Computed properties:
Molecular weight   577.8 g mol⁻¹
E_HOMO (alpha / beta)   -13.96 / -13.64 eV
LUMO (alpha / beta)   -6.663 / -5.452 eV
Total charge   +2
Spin multiplicity   4
Relative energy (zero: lowest compared OMol25 entry of this formula, charge and spin)   4.8 kJ/mol

The geometry in XYZ format:
```
82
Properties=species:S:1:pos:R:3:forces:R:3
H -3.73376 3.37241 2.67713 -0.012 0.006 0.000
C 4.17848 1.22394 -1.95880 0.018 -0.002 -0.004
H -1.87350 5.00587 -0.81632 0.004 -0.003 0.012
C 4.34106 0.04393 0.25825 0.085 0.001 0.004
C -3.71626 0.63426 0.68787 0.039 -0.005 -0.032
C -3.66968 -1.78279 1.31909 0.000 0.005 0.035
H 3.97832 0.01511 1.28730 0.007 0.017 -0.012
H 1.62390 0.30003 -2.04617 -0.055 -0.002 0.002
C -0.31420 -3.84901 0.64575 0.055 0.016 0.001
H 4.49458 -2.62668 -3.45639 -0.002 -0.001 0.000
N -2.19162 -1.01199 -0.39622 0.164 0.107 -0.098
H -5.96237 3.97938 1.77449 0.004 0.001 0.001
H -2.13493 -2.01271 -0.56481 -0.013 0.015 -0.004
S -0.81179 2.11946 -0.43158 -0.012 0.240 -0.165
O -0.44390 -0.37241 2.00023 -0.018 0.030 0.251
H 3.74152 3.40903 -0.30349 0.017 -0.008 -0.007
H -4.09856 5.57570 -1.73392 -0.006 -0.001 0.005
H 2.62608 -3.78548 0.96991 0.008 0.005 0.013
C 2.74363 -2.64081 -2.21847 -0.040 0.001 0.002
Si 0.35224 -2.73311 -0.69418 0.091 -0.088 -0.021
H -0.16833 -4.05384 -2.65457 0.000 0.007 -0.004
H -2.96940 0.84653 1.45398 -0.008 -0.002 0.009
C 0.50769 -0.95228 1.49926 0.050 -0.137 0.241
H 2.27287 -2.19740 3.85947 0.003 -0.003 -0.004
H 1.30136 2.11819 1.33582 0.011 -0.024 0.007
H -0.37032 -4.86082 0.23515 -0.019 -0.012 0.021
C 3.02370 -3.51490 0.00023 -0.066 -0.011 0.032
H 3.73537 2.05917 -2.50711 -0.003 0.001 0.004
C 2.18409 -2.95530 -0.96952 -0.022 0.014 -0.042
H 0.48056 -2.19726 3.83558 0.003 -0.008 -0.004
C 4.08598 -2.86600 -2.48330 0.000 -0.007 -0.009
H -1.16071 4.30708 2.38338 -0.009 -0.005 0.008
N -1.40488 3.81418 1.53437 0.005 -0.030 -0.018
N 0.58527 2.70639 1.74822 0.024 -0.013 0.029
C 1.38309 -1.66069 3.55352 -0.019 0.020 0.016
C -3.82647 3.84952 1.70900 0.058 -0.003 -0.008
C 4.36246 -3.75765 -0.26705 0.019 0.010 -0.001
H 5.26135 1.31859 -2.03587 -0.003 0.003 -0.009
N 2.27920 1.22085 -0.33224 -0.051 0.042 -0.041
H -4.70771 0.74895 1.12633 0.007 -0.002 -0.001
H 5.42833 0.12282 0.28090 -0.011 -0.016 0.005
H 1.36829 -0.65525 3.96532 0.008 0.001 -0.002
H 4.11151 -0.91163 -0.22122 -0.017 0.017 -0.016
H -6.13950 5.06153 -0.44024 0.005 -0.004 -0.001
C -3.57189 -0.78552 0.16971 -0.051 -0.045 0.001
C -5.16824 4.79439 -0.04607 -0.036 -0.009 0.037
H -2.13880 -0.94689 -2.45732 0.001 -0.072 0.061
H 4.99070 -4.21020 0.48883 -0.008 0.001 -0.002
N -1.85607 -0.38308 -1.65938 -0.144 0.053 -0.070
C 4.89585 -3.42827 -1.50573 0.019 -0.004 0.012
C -2.77241 4.76295 -0.26534 -0.033 -0.002 -0.015
C 4.20498 2.54158 0.17375 -0.072 -0.004 0.017
H 5.28421 2.65571 0.08957 0.008 -0.003 -0.003
H -4.59800 -0.36836 -1.71798 0.006 0.008 0.003
H -2.35525 0.50107 -1.71954 0.009 0.016 0.071
H 1.89251 2.06676 -0.74695 -0.031 -0.009 -0.019
H 0.76934 3.16127 2.62886 0.002 0.014 -0.010
H -1.30865 -3.57616 1.00281 -0.006 0.015 -0.045
C -4.02311 5.08213 -0.77446 0.057 0.006 -0.023
H 0.34870 -3.88079 1.51032 -0.012 -0.017 -0.013
H -2.87602 -1.61384 2.04886 -0.005 -0.001 -0.011
H -1.61244 -3.16385 -2.23162 0.005 -0.012 -0.015
C -2.69043 4.13330 0.96572 -0.015 0.026 0.033
C -0.52665 -3.07567 -2.32005 -0.003 0.037 0.073
H 2.22853 -0.69451 -0.90788 -0.016 0.035 0.016
C -5.07045 4.18616 1.19852 -0.019 0.012 -0.020
H -4.62615 -1.66551 1.82640 -0.003 -0.004 -0.012
H -4.48890 -2.09489 -1.31124 0.001 0.001 0.003
H -5.60986 -1.04414 -0.45404 0.000 0.000 -0.016
C -0.53291 2.93281 1.06212 -0.001 0.024 0.064
H -3.61608 -2.81437 0.95982 -0.006 0.009 -0.001
H 3.91228 0.28756 -2.45654 -0.005 0.008 0.023
H 2.11971 -2.23765 -3.01108 -0.003 -0.008 -0.001
C -4.61663 -1.08999 -0.89961 0.006 -0.031 0.016
H -3.62167 1.38219 -0.10051 -0.026 0.015 0.000
H -0.29644 -2.35409 -3.10402 0.006 -0.022 -0.010
H 5.93992 -3.62148 -1.71421 -0.006 0.001 0.003
O 1.46275 -1.58661 2.09428 0.084 0.008 -0.083
Mn -0.17472 -0.22376 -0.13243 -0.053 -0.223 -0.552
H 3.94848 2.54574 1.23481 0.005 -0.001 -0.003
C 3.76330 1.24087 -0.48836 0.020 -0.048 -0.028
N 1.63748 0.13023 -1.03908 0.027 0.056 0.324
```
Positions in Å, forces in eV/Å.

Atomic charges from the Mulliken analysis, expressed in e, are listed below:
1. H 0.41
2. C -1.60
3. H 0.49
4. C -1.60
5. C -1.96
6. C -1.68
7. H 0.21
8. H 0.34
9. C -1.15
10. H 0.47
11. N 0.46
12. H 0.43
13. H -0.11
14. S -0.41
15. O -0.66
16. H 0.43
17. H 0.42
18. H 0.33
19. C 0.03
20. Si 1.13
21. H 0.53
22. H 0.22
23. C 1.22
24. H 0.28
25. H -0.01
26. H 0.50
27. C -0.25
28. H 0.38
29. C 0.48
30. H 0.34
31. C -0.78
32. H 0.26
33. N -0.15
34. N -0.22
35. C -0.82
36. C -0.26
37. C -0.87
38. H 0.48
39. N 0.04
40. H 0.68
41. H 0.56
42. H 0.30
43. H 0.18
44. H 0.45
45. C 1.22
46. C -0.50
47. H 0.32
48. H 0.45
49. N -0.60
50. C -0.53
51. C -0.02
52. C -1.81
53. H 0.45
54. H 0.39
55. H 0.18
56. H 0.59
57. H 0.20
58. H 0.28
59. C -0.71
60. H 0.25
61. H 0.26
62. H 0.39
63. C -0.05
64. C -1.64
65. H -0.89
66. C -0.61
67. H 0.50
68. H 0.41
69. H 0.47
70. C 0.68
71. H 0.45
72. H 0.24
73. H 0.33
74. C -1.81
75. H 0.39
76. H 0.44
77. H 0.45
78. O 0.00
79. Mn 0.31
80. H 0.37
81. C 1.32
82. N 0.33